{"formula": "CH7BInLuO2S", "method": "wB97M-V/def2-TZVPD", "mol_weight_g_mol": 383.73, "charge": 2, "homo_lumo_gap_ev": 2.21, "e_homo_ev": -14.7, "elements": ["O", "B", "O", "C", "In", "S", "H", "H", "H", "H", "H", "H", "H", "Lu"], "coordinates": [[1.08, 1.67, 0.97], [1.37, 0.50, 0.08], [2.63, -0.29, 0.18], [0.21, 0.11, -1.06], [-1.66, -0.66, -0.05], [-3.32, 1.17, 0.56], [0.13, 1.96, 0.72], [2.63, -0.87, 1.02], [-0.08, 1.01, -1.75], [0.68, -0.72, -1.77], [-2.49, -1.76, -1.22], [-1.16, -1.53, 1.47], [-4.26, 0.46, 1.36], [4.24, -1.06, -0.50]]}

{"formula": "CH7BNO2Tl", "method": "wB97M-V/def2-TZVPD", "mol_weight_g_mol": 280.27, "charge": 3, "s2": 1.592, "homo_lumo_gap_ev": [5.81, 5.67], "e_homo_ev": [-26.2, -26.1], "spin_multiplicity": 2, "elements": ["Tl", "B", "H", "H", "H", "H", "C", "N", "O", "O", "H", "H", "H"], "coordinates": [[-17.80, 22.74, 6.21], [-20.57, 21.74, 5.34], [-20.57, 21.75, 6.42], [-19.79, 21.10, 4.98], [-21.53, 21.47, 4.92], [-20.31, 22.72, 4.97], [-20.75, 26.45, 4.75], [-19.55, 25.86, 4.08], [-19.17, 26.44, 3.07], [-19.10, 24.79, 4.53], [-21.45, 26.99, 4.11], [-20.28, 27.07, 5.51], [-21.19, 25.56, 5.19]]}

{"formula": "CH7ClOSi2", "method": "wB97M-V/def2-TZVPD", "mol_weight_g_mol": 126.69, "homo_lumo_gap_ev": 10.79, "e_homo_ev": -10.4, "smiles": "C[Si@](O)([SiH3])Cl", "de_lowest_ev": 1.555, "elements": ["C", "O", "Si", "Si", "Cl", "H", "H", "H", "H", "H", "H", "H"], "coordinates": [[-1.41, -0.24, -1.11], [0.74, 1.74, -0.58], [1.35, -0.90, 0.99], [-0.10, 0.51, 0.02], [-1.45, 1.59, 1.63], [-0.96, -0.96, -1.81], [-2.05, -0.74, -0.48], [-1.89, 0.56, -1.66], [0.67, 2.72, -0.72], [2.72, -0.50, 1.60], [1.56, -2.04, 0.12], [0.82, -1.74, 2.00]]}

| no. | strongest force on any atom (eV/Å) |
| --- | --- |
| 1 | 5.72 |
| 2 | 6.80 |
| 3 | 3.60 |